## 1
Density functional theory data (ωB97M-V/def2-TZVPD) for C4H9N in the gas phase.

Properties
LUMO energy   1.14 eV
HOMO level   -8.717 eV
Frontier orbital gap   9.855 eV

ORCA input file:
```
! wB97M-V def2-TZVPD RIJCOSX def2/J DEFGRID3
* xyz 0 1
C 1.0017 0.8059 0.3527
N 1.1705 -0.1926 -0.7280
C 0.0120 -1.0967 -0.7307
C -1.1032 -0.3890 0.0228
C -0.3969 0.6356 0.9371
H 1.1603 1.7934 -0.0695
H 1.7977 0.6609 1.0945
H 1.2156 0.3003 -1.6086
H 0.3188 -2.0528 -0.3092
H -0.2763 -1.3242 -1.7577
H -1.8107 0.0784 -0.6776
H -1.7418 -1.0706 0.5821
H -0.4191 0.2585 1.9654
H -0.9286 1.5929 0.9269
*
```


## 2
Density functional theory data (ωB97M-V/def2-TZVPD) for C4H9N in the gas phase.

Properties
LUMO energy   1.16 eV
HOMO level   -9.198 eV
Frontier orbital gap   10.354 eV

ORCA input file:
```
! wB97M-V def2-TZVPD RIJCOSX def2/J DEFGRID3
* xyz 0 1
C 2.4474 -0.2940 -0.0140
C 1.1028 0.4215 -0.1703
C 0.0081 -0.1243 0.2975
C -1.3408 0.6070 0.1570
H 2.4532 -1.3174 0.3802
H 3.1453 -0.4159 -0.9418
H 3.1130 0.4613 0.5865
H 1.1390 1.4525 -0.6128
H 0.0343 -1.2603 0.6648
H -1.6382 1.1127 1.0607
H -1.1120 1.4766 -0.4973
H -2.4028 -1.0378 0.6647
H -1.6385 -1.1355 -0.8683
N -2.3426 -0.4282 -0.2939
*
```


## 3
Density functional theory data (ωB97M-V/def2-TZVPD) for C4H9N in the gas phase.

Properties
LUMO energy   1.09 eV
HOMO level   -7.261 eV
Frontier orbital gap   8.351 eV

ORCA input file:
```
! wB97M-V def2-TZVPD RIJCOSX def2/J DEFGRID3
* xyz 0 1
C -1.1280 -2.3302 -0.7098
C -0.8804 -1.0886 -0.1212
N 0.4244 -0.5612 -0.0156
C 0.6431 0.6808 0.7409
C 0.6376 1.9858 -0.0675
H -1.8201 -3.0245 -0.2413
H -0.6840 -2.5852 -1.6211
H -1.6922 -0.4108 -0.0252
H 1.0859 -1.4402 -0.0869
H 1.5736 0.6677 1.3114
H -0.0724 0.9186 1.5537
H -0.2753 2.1531 -0.6479
H 1.6024 2.1562 -0.6757
H 0.5855 2.8784 0.6062
*
```


## 4
Density functional theory data (ωB97M-V/def2-TZVPD) for C4H9N in the gas phase.

Properties
LUMO energy   1.20 eV
HOMO level   -9.270 eV
Frontier orbital gap   10.466 eV

ORCA input file:
```
! wB97M-V def2-TZVPD RIJCOSX def2/J DEFGRID3
* xyz 0 1
C 0.7508 0.5361 0.3976
C -0.2139 -0.6669 0.3900
C -1.5036 -0.0615 -0.2288
C -1.4982 -0.1529 -1.5780
N 1.9999 0.1853 1.2148
H 1.0538 1.0026 -0.5600
H 0.2247 1.2969 0.9714
H 0.2493 -1.3610 -0.2909
H -0.3711 -1.1701 1.3547
H -2.4347 0.0655 0.3665
H -0.9497 -1.0919 -1.9742
H -2.3293 0.4112 -2.1508
H 2.3665 1.1557 1.5013
H 2.6554 -0.1490 0.5864
*
```


According to the calculations, the structures order from most to least stable as 1, 2, 4, 3.


## 1
Density functional theory data (ωB97M-V/def2-TZVPD) for 3 unconnected molecules or ions with the total composition C4H9N.

Properties
LUMO energy   1.10 eV
HOMO level   -7.612 eV
Frontier orbital gap   8.714 eV

ORCA input file:
```
! wB97M-V def2-TZVPD RIJCOSX def2/J DEFGRID3
* xyz 0 1
C -1.8506 0.5806 -0.2166
C -0.5437 0.0173 0.2189
C 0.0119 -1.3332 0.4834
N 0.5625 -0.3563 -0.4402
C 1.7821 0.1535 -0.6043
H -2.5191 0.6689 0.6445
H -1.7193 1.5790 -0.6448
H -2.3454 -0.0573 -0.9620
H 0.5303 1.0349 1.1594
H -0.3609 -2.2451 0.0099
H 0.5534 -1.4851 1.4225
H 1.8706 1.0306 -1.2386
H 1.3672 1.1038 0.9853
H 2.6162 -0.5407 -0.5695
*
```


## 2
Density functional theory data (ωB97M-V/def2-TZVPD) for 2 unconnected molecules or ions with the total composition C4H9N.

Properties
LUMO energy   1.00 eV
HOMO level   -9.699 eV
Frontier orbital gap   10.703 eV

ORCA input file:
```
! wB97M-V def2-TZVPD RIJCOSX def2/J DEFGRID3
* xyz 0 1
C -0.9888 2.4386 2.4702
C -0.8522 3.4439 1.6079
H -0.2317 1.6556 2.4969
H -1.2026 2.7577 3.4875
H -0.1746 3.6087 0.7804
H -1.5030 4.3013 1.7649
C 0.7596 -1.4518 -1.0879
C 0.4081 -3.3041 -2.3579
N 0.0423 -2.1059 -2.1877
H 0.8871 -2.0936 -0.2197
H 0.1892 -0.6051 -0.6851
H 1.6453 -0.8938 -1.3981
H -0.2662 -4.0264 -2.8158
H 1.2875 -3.7252 -1.8555
*
```


## 3
Density functional theory data (ωB97M-V/def2-TZVPD) for C4H9N in the gas phase.

Properties
LUMO energy   1.17 eV
HOMO level   -8.493 eV
Frontier orbital gap   9.661 eV

ORCA input file:
```
! wB97M-V def2-TZVPD RIJCOSX def2/J DEFGRID3
* xyz 0 1
C 1.1589 1.3229 -0.1634
C -0.0528 0.7232 0.5257
C -1.2631 0.3721 -0.2722
N -0.6066 -0.6089 0.5416
C -0.0992 -1.8957 0.1112
H 1.0046 2.4081 -0.1042
H 2.1008 1.1066 0.3506
H 1.2679 1.0754 -1.2242
H -0.2337 1.2191 1.4803
H -1.1179 0.3377 -1.3560
H -2.2456 0.7156 0.0457
H -0.7170 -2.6780 0.5780
H -0.1248 -2.0528 -0.9772
H 0.9286 -2.0454 0.4642
*
```


According to the calculations, the structures order from most to least stable as 3, 2, 1.


## 1
Density functional theory data (ωB97M-V/def2-TZVPD) for C4H9N in the gas phase.

Properties
LUMO energy   -1.83 eV
HOMO level   -7.945 eV
Frontier orbital gap   6.120 eV

ORCA input file:
```
! wB97M-V def2-TZVPD RIJCOSX def2/J DEFGRID3
* xyz 0 1
C -1.6791 -0.1407 -0.3044
N 2.0963 1.0293 0.1130
C 0.8999 0.3121 -0.2892
C -0.7747 0.6575 0.4447
C 0.7685 -1.2715 -0.2504
H -0.6370 1.8514 0.3879
H -2.3142 0.2294 -1.1621
H -2.3835 -0.5666 0.4318
H 2.0795 1.2637 1.1365
H 0.5674 0.6468 -1.2914
H -0.5617 0.4549 1.5415
H 1.3284 -1.7868 -1.0592
H 0.9538 -1.5187 0.7766
H -0.3436 -1.1607 -0.4754
*
```


## 2
Density functional theory data (ωB97M-V/def2-TZVPD) for C4H9N in the gas phase.

Properties
LUMO energy   1.19 eV
HOMO level   -8.847 eV
Frontier orbital gap   10.036 eV

ORCA input file:
```
! wB97M-V def2-TZVPD RIJCOSX def2/J DEFGRID3
* xyz 0 1
C -1.3344 2.1068 0.5597
C -0.8592 0.6837 0.5258
C 0.2910 0.2468 -0.0268
C 0.7986 -1.2098 0.1424
H -0.8404 2.7191 -0.2860
H -2.4894 2.1724 0.3951
H -1.0783 2.3834 1.6441
H -1.5123 -0.1511 0.9490
H 0.9835 1.0045 -0.4180
H 1.6735 -1.3128 0.8160
H -0.0567 -1.7963 0.6798
H 2.0912 -1.5947 -1.5524
H 0.3440 -1.4736 -1.8032
N 1.0726 -1.8452 -1.0902
*
```


## 3
Density functional theory data (ωB97M-V/def2-TZVPD) for C4H9N in the gas phase.

Properties
LUMO energy   1.13 eV
HOMO level   -8.685 eV
Frontier orbital gap   9.817 eV

ORCA input file:
```
! wB97M-V def2-TZVPD RIJCOSX def2/J DEFGRID3
* xyz 0 1
C -1.5910 0.3299 0.1061
C -0.0506 0.3270 -0.0461
C 0.4187 -1.0680 -0.7931
C 0.8430 -0.7159 0.7163
H -1.6585 0.7023 1.1839
H -2.1611 0.9355 -0.7181
H -2.2055 -0.7276 0.1027
H 0.7902 1.9803 -0.9670
H 1.7464 1.4063 0.2423
H -0.4139 -1.7222 -0.9484
H 1.2456 -1.1025 -1.4333
H 1.8863 -0.6720 1.0162
H 0.2653 -1.2367 1.6478
N 0.8852 1.5636 -0.1094
*
```


According to the calculations, the structures order from most to least stable as 2, 3, 1.


## 1
Density functional theory data (ωB97M-V/def2-TZVPD) for 2 unconnected molecules or ions with the total composition C4H9N.

Properties
LUMO energy   1.09 eV
HOMO level   -8.398 eV
Frontier orbital gap   9.486 eV

ORCA input file:
```
! wB97M-V def2-TZVPD RIJCOSX def2/J DEFGRID3
* xyz 0 1
C 0.9235 -0.3654 -0.1015
C 1.0590 -1.6329 -0.9112
C -1.2357 1.4699 0.7028
C -1.0931 0.1578 0.0710
N 1.9834 0.1851 0.2033
H 2.0592 -1.4757 -1.3870
H 1.0234 -2.4890 -0.3072
H 0.3345 -1.6473 -1.6716
H -0.5584 2.2058 0.4402
H -1.3874 1.3097 1.7681
H -2.2867 1.9022 0.6024
H -1.5394 0.0287 -0.8781
H -1.3333 -0.6926 0.6556
H 2.0510 1.0436 0.8131
*
```


## 2
Density functional theory data (ωB97M-V/def2-TZVPD) for 2 unconnected molecules or ions with the total composition C4H9N.

Properties
LUMO energy   0.97 eV
HOMO level   -9.749 eV
Frontier orbital gap   10.721 eV

ORCA input file:
```
! wB97M-V def2-TZVPD RIJCOSX def2/J DEFGRID3
* xyz 0 1
C -3.6146 -0.1767 -1.8571
C -3.6110 -1.4972 -1.9160
H -3.1275 0.3077 -2.6954
H -3.9532 0.3736 -0.9924
H -3.2521 -2.0077 -2.8044
H -3.7685 -2.1788 -1.0862
C 3.4450 0.4787 0.7552
C 1.8033 0.9086 2.3350
N 2.9971 0.5551 2.1513
H 3.6735 1.4818 0.3988
H 2.6758 0.0522 0.1096
H 4.3025 -0.1822 0.6987
H 1.3847 0.7752 3.3342
H 1.0450 1.1098 1.5687
*
```


According to the calculations, the structures order from most to least stable as 2, 1.


## 1
Density functional theory data (ωB97M-V/def2-TZVPD) for 2 unconnected molecules or ions with the total composition C4H9N.

Properties
LUMO energy   1.22 eV
HOMO level   -9.660 eV
Frontier orbital gap   10.877 eV

ORCA input file:
```
! wB97M-V def2-TZVPD RIJCOSX def2/J DEFGRID3
* xyz 0 1
C 2.9234 0.7811 4.8222
C 1.7804 0.0809 4.9517
H 3.8751 0.4255 4.4401
H 2.9578 1.8432 5.1642
H 1.6684 -0.7860 4.3001
H 0.9505 0.3936 5.3413
C -2.7032 -0.1179 -3.3075
C -0.5626 -0.6602 -4.0235
N -1.3275 -0.0592 -3.1766
H -3.1749 0.8459 -3.2492
H -2.9983 -0.6271 -2.2934
H -3.0357 -0.6099 -4.2834
H 0.5317 -0.3611 -3.8766
H -0.8850 -1.1488 -4.8093
*
```


## 2
Density functional theory data (ωB97M-V/def2-TZVPD) for C4H9N in the gas phase.

Properties
LUMO energy   1.10 eV
HOMO level   -8.786 eV
Frontier orbital gap   9.883 eV

ORCA input file:
```
! wB97M-V def2-TZVPD RIJCOSX def2/J DEFGRID3
* xyz 0 1
N -0.7280 1.0453 -1.9074
C -0.7763 0.4552 -0.5490
C 0.1651 -1.2524 1.7789
C 1.0584 -0.5473 0.8332
C 0.6548 0.4161 0.0009
H -1.5389 1.6501 -2.0072
H -0.9423 0.4022 -2.6650
H -1.0947 -0.5845 -0.5618
H -1.4049 1.1727 -0.0214
H -0.5627 -0.6872 2.3381
H -0.4241 -2.0309 1.2511
H 0.6786 -1.9573 2.4392
H 2.0431 -0.9323 0.5777
H 1.3614 0.9132 -0.6520
*
```


According to the calculations, the structures order from most to least stable as 2, 1.


## 1
Density functional theory data (ωB97M-V/def2-TZVPD) for C4H9N in the gas phase.

Properties
LUMO energy   1.21 eV
HOMO level   -9.066 eV
Frontier orbital gap   10.272 eV

ORCA input file:
```
! wB97M-V def2-TZVPD RIJCOSX def2/J DEFGRID3
* xyz 0 1
C -2.3302 -0.2654 0.0137
C -1.0346 0.4756 0.0815
C 0.1192 -0.0809 -0.2812
C 1.5214 0.5873 -0.1942
H -2.3334 -1.2727 -0.4128
H -2.7780 -0.3454 1.0582
H -3.0382 0.3685 -0.4811
H -1.0672 1.4396 0.6459
H 0.2459 -1.1296 -0.6640
H 1.8075 1.0452 -1.1784
H 1.5245 1.4414 0.4854
H 2.4270 -1.1904 -0.4346
H 2.4114 -0.7172 1.1593
N 2.5246 -0.3559 0.2023
*
```


## 2
Density functional theory data (ωB97M-V/def2-TZVPD) for 2 unconnected molecules or ions with the total composition C4H9N.

Properties
LUMO energy   1.05 eV
HOMO level   -9.708 eV
Frontier orbital gap   10.754 eV

ORCA input file:
```
! wB97M-V def2-TZVPD RIJCOSX def2/J DEFGRID3
* xyz 0 1
C -2.5902 -1.8758 -2.1843
C -2.8934 -0.6991 -2.7156
H -2.8951 -2.1692 -1.1847
H -1.8514 -2.5662 -2.5799
H -3.7896 -0.1287 -2.4928
H -2.2107 -0.1758 -3.3824
C 1.7383 1.2031 0.5517
C 1.7793 0.8181 2.8208
N 1.9796 0.3140 1.6722
H 2.2751 2.1563 0.6446
H 0.7004 1.4326 0.2716
H 2.0631 0.6459 -0.3320
H 1.7289 0.1178 3.6516
H 1.7066 1.9038 2.9407
*
```


## 3
Density functional theory data (ωB97M-V/def2-TZVPD) for C4H9N in the gas phase.

Properties
LUMO energy   1.11 eV
HOMO level   -8.219 eV
Frontier orbital gap   9.328 eV

ORCA input file:
```
! wB97M-V def2-TZVPD RIJCOSX def2/J DEFGRID3
* xyz 0 1
N -0.3270 -1.3523 0.1337
C -0.4454 -0.3738 1.1665
C 0.1274 1.0478 0.6979
C 0.5030 0.8551 -0.7627
C 0.2333 -0.6603 -1.0670
H -1.1923 -1.8542 -0.0422
H -1.5043 -0.2728 1.4922
H 0.1280 -0.8215 1.9884
H -0.6875 1.8431 0.9402
H 0.9731 1.2989 1.2619
H -0.0297 1.4682 -1.5848
H 1.5724 1.1526 -0.7714
H -0.4026 -1.0408 -2.0216
H 1.0515 -1.2900 -1.4311
*
```


## 4
Density functional theory data (ωB97M-V/def2-TZVPD) for C4H9N in the gas phase.

Properties
LUMO energy   1.24 eV
HOMO level   -8.410 eV
Frontier orbital gap   9.646 eV

ORCA input file:
```
! wB97M-V def2-TZVPD RIJCOSX def2/J DEFGRID3
* xyz 0 1
C 0.5912 0.6431 -0.9750
N -0.1226 1.2869 0.1202
C -0.2795 0.3402 1.1940
C -0.7068 -0.8900 0.4211
C 0.2277 -0.8393 -0.8021
H 0.3300 1.0964 -1.9344
H 1.6836 0.7479 -0.8467
H 0.0963 2.2318 0.3876
H 0.6475 0.1086 1.7346
H -1.0704 0.6409 1.8752
H -1.7533 -0.8089 0.1199
H -0.5888 -1.8448 0.9317
H 1.1236 -1.3970 -0.5293
H -0.1785 -1.3159 -1.6968
*
```


According to the calculations, the structures order from most to least stable as 4, 1, 3, 2.